Formula: CH5NOS
Source: the OMol25 dataset
Level of theory: ωB97M-V/def2-TZVPD

Geometry as XYZ:
```
9
Properties=species:S:1:pos:R:3:forces:R:3:lowdin_charge:R:1
C 1.5149 -1.1240 0.9054 1.00 0.01 -1.54 -0.30
N -1.6835 0.9084 -0.8394 -0.11 1.29 0.80 -0.06
O 1.6118 0.9946 -0.5240 0.82 0.64 -0.07 -0.51
S 0.9721 0.3496 0.6057 -0.29 -0.56 0.37 0.83
H 2.4356 -1.3754 0.3079 -1.12 -0.21 0.76 0.05
H 0.8231 -1.8492 1.3087 0.37 0.02 0.69 0.02
H -2.0128 0.0038 -0.8490 -1.46 -2.84 -1.22 -0.08
H -1.0002 0.6081 0.0043 -2.84 2.94 -1.47 -0.05
H -2.6610 1.4842 -0.9196 3.63 -1.28 1.69 0.09
```
Forces are in eV/Å.

---

Formula: C33H57IO10P2S
Source: the OMol25 dataset
Level of theory: ωB97M-V/def2-TZVPD

Geometry as XYZ:
```
104
Properties=species:S:1:pos:R:3:forces:R:3:lowdin_charge:R:1
C -4.0537 3.4227 -1.1568 0.68 -0.72 -0.04 -0.12
C -3.5890 2.2227 -0.1698 0.23 0.50 -1.61 -0.21
C -3.1612 0.9964 -1.1569 0.06 -0.62 2.11 -0.28
C -2.2790 -0.0432 -0.2563 -0.77 -0.90 -0.67 -0.06
C -4.4037 0.1669 -1.7040 -0.04 0.38 -1.47 -0.05
C -4.5220 -0.2091 -3.0624 -0.49 -0.05 1.77 -0.05
C -3.4668 0.0969 -4.2101 -1.33 -0.32 -1.38 -0.30
C -4.2774 0.9258 -5.3622 1.09 0.66 0.91 -0.08
C -2.8212 -1.2161 -4.8910 1.13 0.50 0.01 -0.22
C -1.8938 -1.9644 -3.8188 -0.30 0.89 0.33 -0.11
C -5.8500 -1.0084 -3.5006 -0.73 -1.40 -0.93 -0.22
O -5.9098 -1.8211 -4.4539 0.49 2.72 2.64 0.04
C -7.1824 -0.7847 -2.6497 -2.25 1.10 2.75 -0.03
C -8.6219 -0.9340 -3.1866 0.60 0.80 2.96 0.06
C -9.8563 -0.6506 -2.2817 2.53 0.24 1.60 -0.16
C -11.3789 -0.7302 -2.7472 0.56 0.75 -0.27 -0.23
C -11.6022 -0.6509 -4.3376 -1.57 -0.29 0.37 -0.25
C -12.1965 0.7781 -4.8255 1.01 -0.23 -1.06 -0.55
S -13.8753 1.1442 -4.0990 0.30 0.50 0.09 0.62
C -9.6176 -0.2490 -0.7758 3.50 -0.59 -1.94 -0.57
I -11.2691 0.1716 0.5829 1.22 -0.35 -1.06 0.79
C -8.1849 -0.1276 -0.1980 -0.47 -1.05 -3.85 -0.05
C -7.0106 -0.3807 -1.1652 -1.73 -0.10 -0.86 -0.04
C -5.5237 -0.2235 -0.6069 -0.26 -0.71 0.75 -0.23
O -5.2747 -0.4354 0.6014 -0.58 0.96 -3.77 0.05
H -4.8252 2.9903 -1.8864 0.77 0.91 1.15 0.07
H -3.1421 3.7018 -1.8131 -1.41 -0.31 1.11 0.08
H -4.4040 4.3568 -0.6083 0.25 -1.31 -0.81 0.07
H -2.6440 2.5565 0.3775 -1.29 -0.54 -0.61 0.11
H -4.3831 1.9234 0.5885 1.07 0.36 -1.08 0.11
H -2.4989 1.4689 -1.9509 -1.16 -0.89 0.75 0.12
H -1.1841 -0.0861 -0.5700 -1.42 0.34 0.66 0.09
H -2.7047 -1.1017 -0.4444 0.81 1.57 0.39 0.08
H -2.4454 0.1644 0.8502 0.54 -0.19 -1.48 0.07
H -2.5971 0.7672 -3.9147 -1.32 -0.97 0.18 0.13
H -4.8117 1.8134 -4.8493 0.56 -1.49 -0.92 0.09
H -4.9916 0.2631 -5.9494 1.00 0.98 0.77 0.08
H -3.4548 1.4055 -6.0098 -1.47 -0.88 0.57 0.08
H -2.1147 -0.8112 -5.7150 -1.14 -0.57 1.19 0.12
H -3.5739 -1.8798 -5.4275 0.81 0.88 1.09 0.11
H -1.3376 -2.8753 -4.2188 -0.94 1.18 0.53 0.07
H -2.5272 -2.2095 -2.8893 1.02 0.03 -1.42 0.07
H -1.1125 -1.1900 -3.4634 -1.08 -1.28 -0.53 0.08
H -8.7491 -1.2574 -4.2698 0.13 0.52 1.72 0.10
H -11.9068 -1.6516 -2.3024 1.01 1.36 -0.63 0.12
H -11.9033 0.2008 -2.3054 0.77 -1.58 -0.56 0.05
H -12.4400 -1.4108 -4.5813 1.36 1.10 0.28 0.11
H -10.7013 -0.9810 -4.9563 -1.23 0.78 0.87 0.10
H -11.4904 1.6434 -4.6008 -0.87 -1.23 -0.28 0.08
H -12.3488 0.6832 -5.9612 0.40 0.34 1.70 0.07
H -13.9755 2.5400 -4.1002 0.61 -1.35 -0.20 -0.13
H -7.9355 0.1361 0.8847 -0.62 -0.42 -1.79 0.11
C 4.7823 1.0901 2.4240 -0.05 0.41 0.30 -0.08
C 3.5584 1.9776 2.6242 0.26 0.11 -0.15 -0.29
O 2.3531 1.2771 2.3494 0.57 -0.11 0.44 -0.23
P 1.9032 0.0658 3.3863 -5.63 4.80 -5.09 0.70
O 1.5043 0.9677 4.5592 3.17 -2.94 1.26 -0.24
O 0.3466 -0.1864 2.8527 0.85 -1.03 0.46 -0.22
C -0.7408 0.1111 3.7359 -0.15 0.18 0.33 -0.30
C -1.1382 1.5757 3.6718 -0.16 0.37 -0.26 -0.07
O 2.3932 -1.0319 2.1645 0.77 -0.75 3.39 -0.19
C 3.4370 -1.9634 2.4008 0.57 -0.54 -0.38 -0.31
C 3.5453 -2.4644 3.8271 -0.28 -0.25 -0.09 -0.08
H 4.8188 0.3309 3.2107 0.11 -0.10 -0.08 0.07
H 5.6990 1.6806 2.5030 -0.05 -0.07 0.02 0.08
H 4.7551 0.6166 1.4463 -0.01 -0.08 -0.04 0.08
H 3.5369 2.3835 3.6406 -0.02 -0.01 -0.02 0.11
H 3.6048 2.8213 1.9310 -0.17 -0.09 0.02 0.12
H -0.4962 -0.1924 4.7590 0.04 0.17 -0.19 0.10
H -1.5938 -0.5052 3.4378 0.22 -0.05 -0.27 0.11
H -0.2891 2.2652 3.6505 0.04 -0.32 0.20 0.07
H -1.7776 1.8523 4.5161 0.06 -0.11 -0.07 0.08
H -1.6961 1.7716 2.7535 -0.08 -0.05 0.00 0.05
H 4.3857 -1.5278 2.0818 0.03 0.09 0.06 0.08
H 3.2640 -2.8154 1.7359 -0.15 0.10 0.02 0.12
H 3.5520 -1.6463 4.5551 0.13 0.12 0.00 0.07
H 4.4685 -3.0357 3.9534 -0.07 0.06 0.04 0.08
H 2.7020 -3.1168 4.0685 0.05 0.08 0.05 0.09
C 12.6736 0.9139 3.0262 0.21 -0.37 0.08 -0.08
C 12.0601 -0.2566 3.7825 0.18 0.09 0.18 -0.29
O 10.6533 -0.3299 3.5930 0.59 0.14 -0.49 -0.23
P 10.0904 -0.7518 2.0909 -4.27 -1.19 7.88 0.70
O 10.5036 -2.2250 2.1724 1.82 1.90 -3.70 -0.24
O 8.4913 -1.0210 2.4687 0.35 0.44 -1.28 -0.22
C 7.9805 -2.3555 2.3473 0.12 -0.34 0.00 -0.29
C 8.2428 -3.1758 3.5984 -0.11 -0.08 0.47 -0.08
O 9.6589 0.8965 1.8912 1.46 -1.73 -2.79 -0.20
C 10.2285 1.6743 0.8459 0.11 0.76 -0.25 -0.31
C 10.5572 0.9071 -0.4192 -0.37 0.05 -0.10 -0.09
H 12.6373 0.7215 1.9499 0.00 0.14 -0.05 0.06
H 13.7262 1.0312 3.2975 -0.07 -0.02 -0.02 0.08
H 12.1473 1.8353 3.2601 -0.05 0.07 -0.04 0.08
H 12.5283 -1.2001 3.4846 -0.02 0.02 0.01 0.11
H 12.2343 -0.1230 4.8529 -0.19 -0.07 -0.05 0.12
H 8.3901 -2.8418 1.4561 0.03 0.08 0.25 0.10
H 6.9010 -2.2885 2.1811 0.06 0.34 0.07 0.10
H 9.2460 -3.0429 4.0135 -0.05 0.01 -0.38 0.07
H 8.0921 -4.2442 3.4132 -0.01 0.13 -0.06 0.08
H 7.5564 -2.8755 4.3930 -0.07 -0.01 -0.02 0.07
H 11.1181 2.1848 1.2187 0.07 -0.08 0.05 0.09
H 9.5115 2.4659 0.6075 -0.07 -0.14 0.10 0.12
H 11.1386 0.0015 -0.2163 0.16 0.00 0.07 0.06
H 11.1390 1.5363 -1.0971 -0.03 -0.10 0.04 0.09
H 9.6406 0.6052 -0.9326 0.09 -0.05 0.02 0.09
```
Forces are in eV/Å.

Computed properties:
SMILES	CC[C@@H](C)C1=C([C@H](C)CC)C(=O)c2cc(CCCS)c(I)cc2C1=O.CCOP(=O)(OCC)OCC.CCOP(=O)(OCC)OCC

---

no.,HOMO-LUMO gap (eV),lowest unoccupied orbital energy (Eh)
1,9.1,-0.023
2,7.3,-0.054